(1)
{"formula": "C5H12OSi", "method": "ωB97M-V/def2-TZVPD", "elements": ["C", "C", "C", "C", "C", "O", "Si", "H", "H", "H", "H", "H", "H", "H", "H", "H", "H", "H", "H"], "xyz": [[-0.4406, -0.6469, -0.5803], [0.4121, 0.3519, -0.3155], [-1.7612, -0.9039, 0.1899], [-0.0547, -1.6078, -1.7473], [1.6426, 0.7364, -1.0353], [0.0888, 1.3428, 0.8584], [0.2007, 1.4831, 2.4578], [-2.6418, -0.8528, -0.4626], [-1.7847, -0.0121, 0.7985], [-1.7750, -1.8013, 0.8174], [-1.0369, -1.6322, -2.2422], [0.2060, -2.6294, -1.5480], [0.7010, -1.1475, -2.3645], [1.5762, 0.6994, -2.1368], [1.9682, 1.6951, -0.5659], [2.3577, 0.0011, -0.8542], [0.2148, 0.1411, 3.1966], [1.2136, 2.5056, 2.6823], [-1.0867, 2.2776, 2.8516]], "mulliken_spin": [0.72, 0.98, 0.00, -0.05, 0.02, 0.03, 0.01, 0.04, -0.01, 0.05, 0.04, 0.05, 0.00, 0.03, 0.00, 0.06, 0.00, 0.00, 0.00], "lumo_ev": [0.9, -1.6], "multiplicity": 3, "relative_energy_kj_mol": 95.3, "gap_ev": [5.59, 8.72], "homo_ha": [-0.172, -0.379]}

***

(2)
{"formula": "C5H9N3OS", "method": "ωB97M-V/def2-TZVPD", "elements": ["C", "C", "C", "C", "C", "N", "N", "N", "O", "S", "H", "H", "H", "H", "H", "H", "H", "H", "H"], "xyz": [[0.1240, -0.0800, -0.4136], [2.9034, -0.0409, 0.4244], [-1.0865, 1.3144, 1.0972], [-1.8687, 1.1644, -1.1628], [3.6630, -2.1840, -0.0071], [0.7814, -0.9946, -0.6323], [2.8167, 1.1093, 0.2330], [-0.9307, 0.6207, -0.1637], [3.4868, -1.0636, 0.8772], [2.4664, 2.6380, 0.1189], [-2.0591, 1.5768, 1.2569], [-0.8034, 0.6184, 1.9165], [-0.6258, 2.3133, 1.1943], [-2.8933, 1.1118, -0.8124], [-1.6439, 2.3003, -1.4345], [-1.7811, 0.7304, -2.1929], [4.2088, -2.8065, 0.6775], [4.1603, -1.7155, -0.8979], [2.7460, -2.6629, -0.4355]], "mulliken_spin": [0.02, 0.97, 0.02, 0.01, 0.01, -0.02, 0.14, 0.01, 0.01, 0.85, 0.00, 0.00, -0.01, 0.00, 0.00, 0.00, 0.00, 0.00, 0.00], "lumo_ev": [0.7, -1.7], "multiplicity": 3, "relative_energy_kj_mol": 245.4, "gap_ev": [5.45, 6.65], "homo_ha": [-0.173, -0.306]}

***

(3)
{"formula": "C25H15N5O7Tm", "method": "ωB97M-V/def2-TZVPD", "elements": ["Tm", "O", "C", "N", "C", "C", "C", "C", "C", "C", "N", "C", "O", "C", "C", "C", "C", "C", "N", "C", "C", "C", "C", "C", "N", "H", "H", "H", "H", "H", "H", "H", "H", "H", "H", "H", "H", "O", "C", "C", "C", "N", "C", "C", "C", "O", "O", "C", "O", "O", "H", "H", "H"], "xyz": [[0.2177, -0.2890, -0.2912], [2.9957, 2.8734, -0.5211], [2.4281, 1.9867, 0.1052], [2.2835, 0.6893, -0.2794], [3.0385, 0.3045, -1.4393], [4.3767, 0.6727, -1.5501], [5.1511, 0.2827, -2.6278], [4.5870, -0.4858, -3.6326], [3.2567, -0.8627, -3.5545], [2.4599, -0.4771, -2.4708], [1.1063, -0.8670, -2.3123], [0.3863, -1.4582, -3.2737], [0.6925, -1.7730, -4.4252], [-1.0334, -1.8179, -2.8348], [-1.7730, -2.7058, -3.6059], [-3.0433, -3.0404, -3.1788], [-3.5356, -2.4915, -2.0017], [-2.7241, -1.6347, -1.2845], [-1.4969, -1.3078, -1.6955], [1.9168, 2.4342, 1.5002], [2.5568, 3.4790, 2.0528], [2.1267, 4.0359, 3.3256], [1.2285, 3.4303, 4.1019], [0.6498, 2.1218, 3.6800], [0.9275, 1.7903, 2.2625], [4.8087, 1.2783, -0.7670], [6.1902, 0.5838, -2.6824], [5.1776, -0.7969, -4.4859], [2.8050, -1.4536, -4.3333], [-1.3241, -3.0892, -4.5097], [-3.6483, -3.7323, -3.7514], [-4.5214, -2.7344, -1.6315], [-3.0472, -1.2047, -0.3441], [3.3663, 3.9257, 1.4983], [2.5467, 4.9842, 3.6390], [0.9055, 3.8674, 5.0405], [0.9350, 1.3039, 4.3565], [-2.2564, 1.5722, 5.2975], [-1.7217, 1.1165, 4.1367], [-0.8888, 2.0879, 3.3659], [-0.4987, 1.6291, 1.9526], [-0.7233, 0.2384, 1.7181], [-1.2795, -0.5728, 2.5166], [-1.9038, -0.1602, 3.7603], [-1.2229, -2.0290, 1.9914], [-1.9053, -2.8636, 2.5635], [-0.4645, -2.1563, 0.9669], [-0.9589, 2.3893, 0.6912], [-1.4085, 3.5138, 0.7843], [-0.7693, 1.6864, -0.3750], [-2.0750, 2.5134, 5.3761], [-1.3234, 3.0909, 3.3405], [-2.4658, -0.8715, 4.3446]], "mulliken_spin": [2.03, 0.00, 0.00, -0.01, 0.00, 0.00, 0.00, 0.00, 0.00, 0.00, 0.00, 0.00, 0.00, 0.00, 0.00, 0.00, 0.00, 0.00, 0.00, 0.00, 0.00, 0.00, 0.00, 0.00, 0.00, 0.00, 0.00, 0.00, 0.00, 0.00, 0.00, 0.00, 0.00, 0.00, 0.00, 0.00, 0.00, 0.00, 0.00, 0.00, 0.00, -0.01, 0.00, 0.00, 0.00, 0.00, 0.00, 0.00, 0.00, 0.00, 0.00, 0.00, 0.00], "charge": -1, "lumo_ev": [2.2, 2.2], "multiplicity": 3, "gap_ev": [7.09, 7.09], "homo_ha": [-0.179, -0.179]}

***

(4)
{"formula": "C3H5FOS", "method": "ωB97M-V/def2-TZVPD", "elements": ["C", "C", "C", "H", "H", "H", "H", "H", "O", "F", "S"], "xyz": [[-0.6453, 0.6930, -0.7732], [-0.5257, -0.8587, -0.6021], [-0.2953, -1.1936, 0.9537], [0.6916, 0.4030, 1.5250], [-0.3562, 0.9220, -1.9616], [-1.5899, 1.1688, -0.7177], [-1.4297, -1.3629, -0.9516], [-0.3921, -2.6113, 1.1987], [-0.4678, -0.2283, 1.8078], [0.2883, -1.3352, -1.5152], [0.8139, 1.4675, 0.1632]], "lowdin_charge": [-0.47, -0.45, -0.09, 0.04, 0.13, 0.04, 0.15, 0.23, -0.13, 0.02, 0.53], "lumo_ev": -1.5, "relative_energy_kj_mol": 489.7, "gap_ev": 6.92, "homo_ha": -0.308}

***

(5)
{"formula": "C37H43N5S6W", "method": "ωB97M-V/def2-TZVPD", "elements": ["W", "C", "C", "S", "C", "C", "S", "C", "C", "S", "C", "C", "S", "H", "H", "H", "H", "H", "H", "H", "H", "H", "H", "H", "H", "H", "H", "H", "H", "C", "C", "C", "C", "C", "C", "N", "N", "C", "C", "C", "C", "C", "N", "H", "H", "H", "H", "H", "H", "H", "H", "H", "S", "C", "N", "C", "C", "N", "C", "C", "C", "C", "C", "C", "C", "C", "S", "C", "C", "C", "C", "C", "C", "C", "H", "H", "H", "H", "H", "H", "H", "H", "H", "H", "H", "H", "H", "H", "H", "H", "H", "H"], "xyz": [[0.3801, -1.3237, 1.2473], [2.4877, 2.0086, 2.7364], [2.7042, 1.6413, 1.2692], [2.6488, -0.1631, 1.1272], [3.2606, -0.5605, -0.5315], [3.3498, -2.0759, -0.6488], [1.8967, -3.0380, -0.0184], [2.6879, -4.1068, 1.2220], [3.1981, -3.3156, 2.4005], [1.7465, -2.5753, 3.1756], [2.5467, -1.2953, 4.2022], [0.4658, 0.3229, 4.2038], [0.7630, 1.8745, 3.2974], [2.7000, 3.0707, 2.8637], [3.1639, 1.4728, 3.4024], [3.7060, 1.9353, 0.9499], [1.9595, 2.0950, 0.6166], [4.2573, -0.1301, -0.6368], [2.5986, -0.1236, -1.2715], [4.2100, -2.4628, -0.1061], [3.4526, -2.3601, -1.6946], [3.4820, -4.6550, 0.7122], [1.9191, -4.8272, 1.5077], [3.8919, -2.5249, 2.1159], [3.6846, -3.9637, 3.1320], [3.2281, -0.7494, 3.5552], [3.1422, -1.8620, 4.9205], [-0.2412, 0.6799, 4.9512], [-1.1235, -0.1099, 3.0225], [-4.3146, -4.4760, -0.4448], [-3.0779, -4.1863, -1.0097], [-2.1127, -3.5321, -0.2696], [-2.3791, -3.1564, 1.0475], [-3.6227, -3.4551, 1.6186], [-4.5793, -4.1124, 0.8721], [-1.3812, -2.4868, 1.8208], [-1.5553, -2.6402, 3.0830], [-0.8677, -1.8388, 3.9301], [-0.8148, -2.2315, 5.2325], [-0.0047, -1.7712, 6.3280], [1.0787, -0.9907, 6.2399], [1.6127, -0.3461, 4.9764], [-0.2922, -0.6347, 3.3127], [-5.0658, -4.9964, -1.0244], [-2.8621, -4.5015, -2.0225], [-1.1295, -3.3883, -0.6901], [-3.8374, -3.1598, 2.6358], [-5.5372, -4.3443, 1.3178], [-1.4417, -3.0965, 5.4276], [-0.2583, -2.1769, 7.3002], [1.6315, -0.7795, 7.1498], [2.2582, 0.4673, 5.3122], [-1.1744, 0.6563, 0.8195], [-1.4900, 0.9406, -0.8292], [-2.1608, 1.9644, -1.2395], [-2.1965, 2.2723, -2.6881], [-2.3190, 1.0034, -3.4771], [-1.2813, 0.0369, -3.0559], [-0.7633, -0.8399, -4.1330], [0.1969, -0.0661, -5.0079], [1.2694, 0.6302, -4.4533], [2.1646, 1.2979, -5.2742], [1.9902, 1.2728, -6.6539], [0.9270, 0.5774, -7.2067], [0.0218, -0.0840, -6.3848], [-0.9125, -0.0154, -1.8250], [0.1682, -1.2206, -1.2547], [-2.7576, 3.0009, -0.3482], [-2.0494, 4.3164, -0.5429], [-0.7620, 4.4889, -0.0373], [-0.1021, 5.6931, -0.2191], [-0.7251, 6.7289, -0.9078], [-2.0105, 6.5644, -1.3982], [-2.6721, 5.3552, -1.2223], [-1.2896, 2.8226, -2.9441], [-3.0473, 2.9203, -2.8831], [-2.1721, 1.2149, -4.5347], [-3.2920, 0.5240, -3.3483], [-1.6242, -1.1578, -4.7223], [-0.3102, -1.7208, -3.6880], [1.4051, 0.6604, -3.3726], [2.9989, 1.8397, -4.8468], [2.6793, 1.8059, -7.2952], [0.7973, 0.5469, -8.2805], [-0.8085, -0.6249, -6.8268], [-2.7014, 2.6545, 0.6783], [-3.8084, 3.0810, -0.6270], [-0.2928, 3.6869, 0.5304], [0.8892, 5.8414, 0.1908], [-0.2078, 7.6674, -1.0560], [-2.5060, 7.3805, -1.9073], [-3.6851, 5.2393, -1.5948]], "mulliken_spin": [2.01, -0.01, 0.01, -0.02, 0.01, 0.01, -0.04, -0.01, 0.01, -0.05, 0.01, 0.03, 0.00, 0.00, 0.00, 0.00, 0.01, 0.00, 0.00, 0.00, 0.00, 0.00, 0.00, 0.00, 0.00, 0.00, 0.00, 0.00, 0.01, -0.04, 0.02, -0.01, -0.03, -0.03, 0.01, -0.16, 0.12, 0.01, 0.09, -0.03, 0.09, 0.01, -0.08, 0.00, 0.00, 0.01, 0.00, 0.00, 0.00, 0.00, 0.00, 0.00, -0.04, 0.02, 0.04, 0.00, 0.00, 0.05, 0.00, 0.01, 0.00, 0.00, 0.00, 0.00, 0.00, 0.03, -0.07, 0.00, 0.00, 0.00, 0.00, 0.00, 0.00, 0.00, 0.00, 0.00, 0.00, 0.00, 0.00, 0.00, 0.00, 0.00, 0.00, 0.00, 0.00, 0.00, 0.00, 0.01, 0.00, 0.00, 0.00, 0.00], "charge": 4, "lumo_ev": [-11.9, -12.6], "multiplicity": 3, "relative_energy_kj_mol": 178.4, "gap_ev": [6.01, 5.34], "homo_ha": [-0.659, -0.659]}

***

(6)
{"formula": "C27H25AsN8O8S2W", "method": "ωB97M-V/def2-TZVPD", "elements": ["W", "O", "As", "O", "O", "C", "C", "C", "C", "C", "C", "S", "O", "O", "O", "H", "H", "H", "H", "H", "N", "C", "N", "C", "N", "C", "C", "N", "C", "C", "N", "H", "H", "H", "H", "H", "O", "C", "C", "C", "C", "N", "C", "C", "C", "C", "C", "C", "O", "C", "C", "N", "H", "H", "H", "H", "H", "H", "H", "H", "H", "H", "H", "H", "S", "C", "C", "N", "C", "H", "H", "H"], "xyz": [[-0.7709, 1.1449, 1.1944], [-0.1783, -0.0323, 2.5888], [-3.0816, -0.9396, 4.3824], [-3.2979, 0.6096, 3.9578], [-1.7707, 2.0680, 2.1658], [-3.9304, -1.8520, 2.8608], [-4.1105, -3.2236, 2.9932], [-4.7972, -3.9578, 2.0288], [-5.3131, -3.3196, 0.9151], [-5.1372, -1.9489, 0.7514], [-4.4514, -1.2249, 1.7148], [-4.2422, 0.5236, 1.3475], [-2.4342, -0.0068, 0.7096], [-4.9364, 0.7436, 0.1030], [-2.0006, 0.9061, -0.2890], [0.1285, -0.9139, 2.3524], [-3.7269, -3.7328, 3.8713], [-4.9418, -5.0219, 2.1616], [-5.8625, -3.8797, 0.1706], [-5.5371, -1.4443, -0.1178], [-0.9161, 4.8167, -1.0568], [-1.1261, 3.5061, -1.0615], [-0.5887, 3.0139, 0.0434], [-0.0708, 4.0998, 0.6913], [-0.2455, 5.2164, 0.0464], [0.6642, 3.8584, 1.9279], [1.2988, 4.8269, 2.6825], [2.0114, 4.5033, 3.7573], [2.0889, 3.2211, 4.0738], [1.4476, 2.2301, 3.3320], [0.7419, 2.5559, 2.2575], [-1.1913, 5.4958, -1.7517], [-1.6196, 2.9510, -1.8417], [1.2297, 5.8726, 2.4097], [2.6705, 2.9550, 4.9471], [1.4816, 1.1859, 3.6045], [4.7784, -0.5581, -3.3198], [4.7145, 0.7288, -2.7548], [3.5660, 0.7801, -1.7935], [3.2224, 1.9550, -1.1375], [2.1297, 1.9614, -0.3068], [1.3505, 0.8950, -0.0476], [1.7319, -0.2587, -0.6337], [2.8030, -0.3374, -1.5116], [0.9559, -1.4798, -0.3285], [1.4620, -2.7462, -0.5873], [0.6882, -3.8606, -0.3045], [1.1976, -5.2504, -0.5610], [2.5144, -5.1723, -1.0503], [-0.5760, -3.6479, 0.2333], [-0.9969, -2.3577, 0.4778], [-0.2484, -1.2775, 0.2120], [5.5548, -0.6257, -3.8845], [4.5593, 1.5013, -3.5175], [5.6313, 0.9838, -2.2102], [3.7826, 2.8705, -1.2770], [1.8846, 2.8863, 0.1786], [3.0420, -1.2676, -2.0010], [2.4537, -2.8907, -0.9857], [0.5249, -5.7418, -1.2726], [1.1501, -5.8135, 0.3785], [2.7884, -6.0314, -1.3856], [-1.2324, -4.4751, 0.4716], [-1.9739, -2.1784, 0.9027], [0.4038, -0.6942, -4.3695], [1.3295, 0.6522, -4.8691], [1.0274, 1.7268, -4.0959], [0.1154, 1.4988, -3.0928], [-0.2754, 0.2563, -3.1254], [2.0021, 0.5985, -5.7089], [1.4499, 2.7133, -4.2199], [-0.9950, -0.1493, -2.4260]], "lowdin_charge": [1.83, -0.35, 1.25, -0.64, -0.33, -0.45, -0.12, -0.04, -0.03, -0.05, -0.40, 1.14, -0.51, -0.37, -0.33, 0.03, 0.10, 0.12, 0.12, 0.12, 0.09, -0.07, -0.02, -0.31, 0.19, -0.19, -0.01, 0.14, -0.05, -0.04, -0.01, 0.18, 0.14, 0.14, 0.13, 0.12, -0.04, -0.19, -0.15, 0.02, -0.11, 0.04, -0.19, 0.06, -0.20, 0.08, -0.14, -0.20, -0.04, 0.02, -0.09, 0.02, 0.11, 0.14, 0.14, 0.14, 0.09, 0.12, 0.12, 0.14, 0.14, 0.11, 0.13, 0.09, 1.05, -0.38, -0.25, -0.02, -0.51, 0.08, 0.11, 0.06], "charge": 2, "lumo_ev": -6.5, "relative_energy_kj_mol": 448.6, "gap_ev": 7.60, "homo_ha": -0.517}

***

Per-record max |F|, eV Å⁻¹: 11.1, 7.2, 0.8, 7.0, 0.7, 0.4
Per-record calculated total energy, Eh: -562.22987, -833.33569, -2847.64148, -690.40314, -4164.31112, -5182.56241